The following is a DFT calculation (ωB97M-V with the def2-TZVPD basis set) of a structure of composition C9H16Li3N6O9.

ORCA input file:
```
! RIJCOSX wB97M-V def2-TZVPD def2/J DEFGRID3
* xyz -1 1
Li -0.433 0.981 -1.311
Li -3.233 -1.770 2.007
Li -3.014 1.860 4.958
C -2.004 -5.916 -3.375
C -2.745 -6.884 -4.108
C -4.238 -6.922 -4.039
O -5.018 -7.728 -4.700
C -4.970 -6.044 -3.250
C -4.352 -4.993 -2.379
C -2.742 -4.863 -2.645
O -2.276 -3.918 -2.152
O -4.918 -4.315 -1.508
O -1.993 -7.710 -4.722
H -0.926 -5.904 -3.443
H -6.032 -6.218 -3.160
O -0.961 1.333 2.043
H -0.008 1.318 2.256
O -5.428 -0.530 4.312
H -6.101 0.045 3.898
C 4.615 2.968 3.762
O 5.759 2.721 3.548
N 3.810 3.397 2.862
N 3.909 2.564 4.710
H 2.830 3.388 3.105
H 4.219 3.683 1.984
H 2.951 2.882 4.706
H 4.362 1.976 5.395
C -1.191 7.902 0.829
O -1.936 8.230 1.710
N -0.681 8.709 0.033
N -0.939 6.730 0.435
H -0.963 9.653 0.258
H -0.145 8.563 -0.810
H -1.301 6.015 1.050
H -0.986 6.800 -0.572
C 4.320 -1.835 -1.467
O 3.646 -0.883 -1.695
N 5.638 -1.798 -1.533
N 3.880 -2.968 -1.308
H 6.189 -0.960 -1.658
H 6.047 -2.710 -1.679
H 2.895 -3.155 -1.427
H 4.464 -3.696 -0.921
*
```

For the HOMO energy, the calculation gives -2.102 eV. Its HOMO-LUMO gap is 1.55 eV.



The following is a DFT calculation (ωB97M-V with the def2-TZVPD basis set) of the molecule C9H16N2O2.

ORCA input file:
```
! RIJCOSX wB97M-V def2-TZVPD def2/J DEFGRID3
* xyz 0 1
C -0.418 1.897 -0.909
C -0.602 -0.430 -1.874
C 0.624 -1.179 -1.315
C 1.439 -1.637 0.819
C 2.046 -0.322 1.105
C -1.046 0.674 -0.940
C -2.150 1.574 1.002
C -2.549 -0.687 0.517
C 3.209 1.462 0.387
N 0.129 2.864 -1.173
N -1.795 0.467 0.189
O 0.385 -1.755 -0.003
O 2.966 0.109 0.252
H -0.245 -0.062 -2.805
H -1.353 -1.249 -2.035
H 0.969 -1.930 -2.019
H 1.452 -0.481 -1.209
H 2.242 -2.250 0.565
H 1.163 -1.997 1.780
H 2.336 -0.155 2.176
H -2.862 1.170 1.731
H -1.413 1.934 1.614
H -2.442 2.489 0.394
H -2.589 -0.943 1.590
H -3.615 -0.563 0.147
H -2.047 -1.487 0.035
H 3.928 1.910 -0.269
H 3.504 1.645 1.545
H 2.277 1.899 0.129
*
```

The energy relative to the best compared isomer or geometry (same formula, charge and spin) is 723.6 kJ/mol. For the HOMO energy (alpha / beta), the calculation gives -6.601 / -7.702 eV. Its HOMO-LUMO gap (alpha / beta) is 6.95 / 8.03 eV.



The following is a DFT calculation (ωB97M-V with the def2-TZVPD basis set) of a cluster of 2 separate species, C9H16N3 in total.

ORCA input file:
```
! RIJCOSX wB97M-V def2-TZVPD def2/J DEFGRID3
* xyz 1 1
C 2.330 -0.893 1.744
C 0.690 1.027 1.615
C 0.915 -0.324 1.683
C -0.589 1.560 1.418
C -0.161 -1.240 1.672
C -1.631 0.660 1.218
C -1.415 -0.692 1.477
H 1.504 1.749 1.573
H -0.816 2.612 1.329
H 2.422 -1.241 2.784
H 3.112 -0.141 1.734
H -0.031 -2.310 1.575
H -2.611 1.118 1.098
H -2.290 -1.306 1.238
H 2.508 -1.718 1.056
C -1.880 -0.813 -1.878
C 0.324 0.223 -1.832
N -0.419 -0.842 -2.041
N -0.193 1.423 -1.736
N 1.707 0.102 -1.963
H 0.036 -1.721 -2.214
H -1.182 1.594 -1.850
H 0.445 2.190 -1.568
H 2.151 -0.477 -1.272
H 2.109 0.209 -2.872
H -2.199 -1.854 -1.896
H -2.342 -0.357 -2.746
H -2.090 -0.486 -0.854
*
```

The energy relative to the best compared isomer or geometry (same formula, charge and spin) is 128.6 kJ/mol. For the HOMO energy, the calculation gives -12.349 eV. Its HOMO-LUMO gap is 9.31 eV.



The following is a DFT calculation (ωB97M-V with the def2-TZVPD basis set) of a cluster of 2 separate species, C9H16N3 in total.

ORCA input file:
```
! RIJCOSX wB97M-V def2-TZVPD def2/J DEFGRID3
* xyz 1 1
C -1.575 0.951 1.291
C -1.351 -1.484 1.399
N -1.645 -0.339 1.993
N -1.109 -2.602 2.106
N -1.348 -1.625 0.082
H -1.963 -0.511 2.924
H -0.682 -2.611 3.027
H -1.158 -3.540 1.772
H -1.328 -0.894 -0.629
H -1.421 -2.423 -0.550
H -2.229 1.111 0.443
H -0.502 1.057 1.168
H -1.754 1.678 2.083
C 1.249 -1.301 -1.904
C 1.366 2.700 -0.479
C 0.699 2.420 -1.651
C 1.683 1.645 0.375
C 0.465 1.105 -2.097
C 1.508 0.337 -0.066
C 1.021 0.084 -1.355
H 1.595 3.732 -0.251
H 0.393 3.216 -2.316
H 2.053 1.864 1.363
H 0.104 0.933 -3.101
H 1.821 -0.415 0.650
H 2.327 -1.446 -1.895
H 0.903 -1.417 -2.935
H 0.876 -2.225 -1.448
*
```

The energy relative to the best compared isomer or geometry (same formula, charge and spin) is 152.3 kJ/mol. For the HOMO energy, the calculation gives -12.162 eV. Its HOMO-LUMO gap is 9.30 eV.



The following is a DFT calculation (ωB97M-V with the def2-TZVPD basis set) of a cluster of 2 separate species, C9H16N3O in total.

ORCA input file:
```
! RIJCOSX wB97M-V def2-TZVPD def2/J DEFGRID3
* xyz 1 1
C -0.589 -2.427 1.214
C -2.102 -0.543 0.707
N -0.917 -1.072 0.784
N -3.153 -1.330 0.988
N -2.457 0.758 0.214
H -0.011 -0.479 0.627
H -3.133 -1.799 1.880
H -3.871 -1.337 0.336
H -1.717 1.435 -0.124
H -3.206 1.291 0.809
H -0.613 -3.208 0.404
H -1.351 -2.522 2.100
H 0.386 -2.478 1.745
C 1.199 2.859 1.169
C 0.544 1.729 -0.902
C 1.523 1.752 0.238
C 0.529 0.708 -1.828
C 2.180 0.622 0.600
C 1.316 -0.448 -1.448
C 2.159 -0.423 -0.335
O 0.989 -1.528 -2.224
H -0.301 2.512 -0.742
H 0.170 0.644 -2.785
H 2.128 3.524 1.349
H 0.714 2.554 2.131
H 2.833 0.585 1.503
H 2.861 -1.249 -0.381
H 1.625 -2.396 -2.136
H 0.710 3.686 0.686
*
```

The energy relative to the best compared isomer or geometry (same formula, charge and spin) is 313.4 kJ/mol. For the HOMO energy, the calculation gives -11.671 eV. Its HOMO-LUMO gap is 8.86 eV.



The following is a DFT calculation (ωB97M-V with the def2-TZVPD basis set) of a cluster of 2 separate species, C9H16N3O6P in total.

ORCA input file:
```
! RIJCOSX wB97M-V def2-TZVPD def2/J DEFGRID3
* xyz -2 1
C 4.430 2.794 1.521
C 3.222 2.606 1.396
C 1.711 2.281 1.044
N 1.742 1.197 0.047
C 0.889 1.120 -1.010
N 0.975 0.058 -1.999
C 1.080 -1.308 -1.391
C 1.005 -2.351 -2.623
N -0.106 2.144 -1.208
C -1.314 1.975 -0.351
C -1.749 0.469 -0.080
C -1.272 0.080 1.368
O -1.999 0.356 2.291
O -0.079 -0.610 1.683
H 5.532 2.614 1.413
H 1.145 1.982 1.976
H 1.308 3.249 0.605
H 2.469 0.492 0.184
H 0.047 0.066 -2.452
H 2.133 -1.403 -0.968
H 0.289 -1.537 -0.616
H 1.069 -1.745 -3.587
H 0.068 -2.978 -2.594
H 1.920 -3.007 -2.586
H -0.334 2.287 -2.195
H -1.249 2.527 0.642
H -2.182 2.475 -0.906
H -2.886 0.459 -0.048
H -1.459 -0.260 -0.887
H -0.367 -1.564 1.714
O -4.144 -1.987 2.754
P -3.214 -2.897 1.928
O -1.944 -3.221 2.751
O -2.799 -2.159 0.623
O -3.938 -4.208 1.565
*
```

For the HOMO energy, the calculation gives 1.839 eV. Its HOMO-LUMO gap is 2.14 eV.



The following is a DFT calculation (ωB97M-V with the def2-TZVPD basis set) of the molecule C9H16N4O3.

ORCA input file:
```
! RIJCOSX wB97M-V def2-TZVPD def2/J DEFGRID3
* xyz 0 1
C -0.959 3.659 3.320
C -0.912 3.021 1.861
N -0.692 1.627 2.096
C 0.400 1.170 1.356
N 0.687 -0.190 1.402
C 1.770 -0.727 0.608
C 1.206 -1.778 -0.276
C 0.431 -1.160 -1.433
C -0.525 -2.346 -1.871
N 0.257 -3.559 -2.246
C -1.390 -1.980 -3.048
O -2.206 -1.074 -2.941
O -1.053 -2.589 -4.285
N 1.078 2.161 0.876
C 0.383 3.352 1.172
O 0.812 4.490 0.809
H -1.150 4.746 3.155
H -0.070 3.392 3.926
H -1.841 3.307 3.823
H -1.734 3.306 1.204
H -1.495 0.999 2.058
H 0.491 -0.605 2.330
H 2.315 -0.032 0.118
H 2.454 -1.222 1.281
H 0.654 -2.501 0.374
H 2.060 -2.414 -0.658
H -0.167 -0.303 -1.077
H 1.117 -0.930 -2.329
H -1.160 -2.510 -0.988
H -0.373 -4.076 -2.889
H 1.057 -3.206 -2.760
H -1.448 -2.029 -4.964
*
```

The energy relative to the best compared isomer or geometry (same formula, charge and spin) is 5.3 kJ/mol. Its SMILES is C[C@@H]1NC(NCCC[C@H](N)C(=O)O)=NC1=O. For the HOMO energy, the calculation gives -9.345 eV. Its HOMO-LUMO gap is 9.81 eV.